# 1
C21H17BCl3O4S | ωB97M-V/def2-TZVPD

energy relative to the best compared isomer or geometry (same formula, charge and spin): 101.1 kJ/mol
HOMO energy: -4.409 eV
lowest unoccupied orbital energy: 1.14 eV
frontier orbital gap: 5.54 eV

Geometry as ORCA input:
```
! RIJCOSX wB97M-V def2-TZVPD def2/J DEFGRID3
* xyz -1 1
C -1.8892 0.0415 -5.1981
O 1.5250 1.9965 -2.2937
C -0.1087 0.6253 2.2587
C 1.9633 -2.5871 0.5296
Cl 2.7132 1.8644 2.2051
H 3.4198 -4.1597 0.7322
C -1.0491 2.2613 -3.7181
H -1.1366 -1.7500 2.8928
C 2.8357 -0.4749 -0.2332
C -3.9257 -0.0873 3.9463
C -3.5756 1.2112 3.5474
H 1.1071 -3.1633 0.8890
C 4.1097 -1.0136 -0.3723
C -3.0533 -1.1569 3.6844
B 2.1118 0.5077 3.3612
O -0.6484 -1.3979 0.4151
Cl 3.3174 -0.8744 3.4395
C -1.4532 0.3810 2.7024
O 1.3494 -0.4700 -2.6944
H 4.9286 -0.3756 -0.7043
C -2.3677 1.4411 2.8964
C 3.2469 -3.1282 0.4263
C 0.1870 0.5458 -0.6128
C -1.8654 2.4328 -4.8418
H -2.8152 1.4665 -6.5326
C -1.0903 -0.1414 -4.0672
H -3.3103 -2.1749 3.9812
H 2.6759 0.5889 -0.3788
H 5.2829 -2.8222 -0.2684
H 0.1376 1.4507 1.5878
C 0.3313 -0.7547 0.0033
H -2.1698 3.4395 -5.1282
H -4.2428 2.0462 3.7732
H -0.7790 -1.1395 -3.7627
Cl 1.7688 1.2555 5.0321
H -2.0583 2.4380 2.5867
H -2.2012 -0.8306 -5.7722
C -1.8315 -0.9317 3.0705
C 1.7423 -1.2671 0.1239
C -2.2495 1.3289 -5.6096
S 0.7682 0.7658 -2.2208
C -0.6191 0.9766 -3.3622
H -4.8808 -0.2787 4.4407
H -0.7023 3.1176 -3.1421
C 4.3074 -2.3663 -0.0881
H -0.6365 1.1927 -0.3483
O 0.8304 -0.0296 2.8238
*
```


# 2
C21H17BCo2NO7 | ωB97M-V/def2-TZVPD

HOMO energy: -2.911 eV
lowest unoccupied orbital energy: 2.18 eV
frontier orbital gap: 5.09 eV

Geometry as ORCA input:
```
! RIJCOSX wB97M-V def2-TZVPD def2/J DEFGRID3
* xyz -1 1
C 5.4472 0.1004 -3.7122
O -0.4229 3.4096 1.1619
C 0.2887 -2.6887 1.4029
H 3.4986 0.0425 -2.1095
O -0.2753 -3.3470 0.6325
C 2.0195 0.5703 0.9380
H -6.7736 -0.0209 2.6597
H 1.1825 0.5254 -1.4187
H 2.5566 1.8908 -5.9270
O 3.0319 0.6052 0.3713
C 2.8303 0.5464 -2.8088
C 1.5435 0.8311 -2.4040
C -0.0541 2.3321 1.3598
H -1.6097 1.1933 -3.2489
C -5.5482 -1.5966 1.8384
C 1.2468 -2.9439 3.9539
H -0.9765 3.0380 -2.7507
C 1.0349 1.8412 -4.4299
C -4.2658 -2.1534 1.7655
H 6.3612 0.0536 -4.3057
Co 1.1821 -1.8028 2.6272
C 2.8445 -1.8684 2.0573
O -1.3845 -0.7417 -0.2704
C -3.1746 -1.4461 2.2685
C -3.3410 -0.1421 2.7905
O 3.9562 -2.0144 1.7650
O 1.2985 -3.7137 4.8208
H 0.8648 0.2458 4.1935
C -0.9140 0.3026 2.8874
C 0.3202 -0.1219 3.3034
C -5.7529 -0.3822 2.5143
H -2.1733 -1.8790 2.2577
H 0.2711 2.3473 -5.0255
C -4.6666 0.3414 2.9946
H 5.6144 0.7068 -2.8049
H -4.8186 1.2704 3.5512
B -0.7983 1.8472 -2.6224
H -2.4069 1.6835 3.4837
C -0.5991 -0.3002 0.4595
O 4.4896 0.7387 -4.6005
H -6.3876 -2.1240 1.3840
Co 0.3594 0.6031 1.6336
C -2.1999 0.6774 3.0865
H -0.8990 1.5743 -1.3991
H 5.1184 -0.9173 -3.4385
C 2.2934 1.5852 -4.9216
C 3.2422 0.9340 -4.1026
N 0.6467 1.4929 -3.1721
H -4.1006 -3.1264 1.3104
*
```


# 3
C21H17BrN4O4 | ωB97M-V/def2-TZVPD

SMILES string: CN(C(=O)CO)c1ccccc1-c1cnc(Nc2ccc(-c3cnco3)c(Br)c2)o1
energy relative to the best compared isomer or geometry (same formula, charge and spin): 8.0 kJ/mol
HOMO energy: -7.732 eV
lowest unoccupied orbital energy: 0.14 eV
frontier orbital gap: 7.87 eV

Geometry as ORCA input:
```
! RIJCOSX wB97M-V def2-TZVPD def2/J DEFGRID3
* xyz 0 1
C -3.1809 -1.6914 -1.2363
C -2.4575 -0.5090 -5.3898
O 2.2306 -2.5603 -1.5068
C -2.1640 -1.0398 0.4715
C -1.2109 0.0006 -5.7840
H -0.1472 2.5725 -2.8548
H -2.5076 -1.7957 2.2906
C -2.1792 -0.8372 -1.6496
C -2.7805 -0.7033 -4.0231
H 1.4797 -1.9402 -3.3545
H 2.2660 3.3844 4.5183
C 0.8741 1.2003 2.7853
N 3.5766 2.5719 6.1203
Br 2.0246 2.4918 1.9889
C 0.4144 -0.4302 4.5600
C -0.1346 0.6152 2.0455
H 4.2400 1.0395 7.4297
C 1.2853 -1.8087 -2.2790
H -0.9754 0.1913 -6.8456
H -3.8667 -2.2388 -1.8721
C 2.1964 1.2404 4.9378
H -3.2112 -0.7868 -6.1322
O 2.2471 0.0735 -1.2025
C 0.4743 1.9743 -2.2001
N 0.3947 0.5467 -2.4989
N -3.2050 -1.7527 0.1517
H 0.6379 -0.8146 5.5709
H -3.7760 -1.0330 -3.8281
H 0.2917 -2.2241 -2.0684
O 2.7860 0.4792 5.9147
C 1.3409 -0.3334 -1.9655
C 3.6138 1.3417 6.5681
C 1.1746 0.6450 4.0434
C -0.9434 -0.4243 2.5326
H 1.5220 2.3275 -2.3845
C -1.8561 -0.4382 -3.0294
C 2.6197 2.5223 5.0980
H 0.6975 0.7307 -5.0566
H 2.5099 -1.9669 -0.7656
H -0.3332 0.9752 1.0319
C -0.5802 0.1461 -3.4208
O -1.4996 -0.4325 -0.5418
H 0.1671 2.1944 -1.1829
N -1.9479 -1.0729 1.8133
H -1.2084 -1.8062 4.1688
C -0.6370 -0.9505 3.8040
C -0.2624 0.3264 -4.7721
*
```


# 4
C21H17Cl2N2 | ωB97M-V/def2-TZVPD

energy relative to the best compared isomer or geometry (same formula, charge and spin): 0.0 kJ/mol
HOMO energy: -11.078 eV
lowest unoccupied orbital energy: -5.52 eV
frontier orbital gap: 5.56 eV

Geometry as ORCA input:
```
! RIJCOSX wB97M-V def2-TZVPD def2/J DEFGRID3
* xyz 1 1
H 2.1226 2.3566 4.8867
C 3.3355 0.1253 -1.6119
C -3.7881 1.2923 0.3580
C 0.2885 -3.8194 -2.1837
Cl -0.3238 -6.3038 -1.3105
C -1.8683 0.5559 -0.9830
H 0.7228 -1.8330 -2.8722
H -2.4929 3.9271 -1.3754
C -3.6023 2.6109 -0.0794
C 0.2800 1.1327 2.2540
H -3.1234 -0.7211 0.2672
H -0.2043 1.7897 4.2670
Cl -4.6570 3.8394 0.4648
C 0.1058 -2.4454 -2.2162
C 1.3142 0.9475 1.3266
H 2.6216 -0.2794 -2.3280
H -2.1634 -4.6253 0.0527
C -2.5868 2.9107 -1.0047
H 4.1043 -0.6253 -1.3876
H -4.6006 1.0601 1.0414
H 3.8364 1.0058 -2.0343
C -1.5176 -4.0067 -0.5644
C 0.5870 1.6398 3.5287
C -0.8780 -0.3691 -1.4088
C -0.5167 -4.6068 -1.3414
H -0.7288 0.8726 1.9408
C -0.8627 -1.7896 -1.3940
C 2.6468 0.5056 -0.3603
H -0.9398 2.1321 -2.1423
H -2.4648 -2.2052 0.0319
C -2.9528 0.2805 -0.1003
C 2.6198 1.2805 1.7271
C -1.7416 1.9032 -1.4423
H 4.0074 2.0004 3.1643
C 1.9113 1.9641 3.8906
N 1.3713 0.4694 0.0081
C -1.6971 -2.6292 -0.5994
N 3.4238 0.9891 0.6385
H 1.0289 -4.3069 -2.8109
H -0.0014 0.0887 -1.8614
C 2.9562 1.7807 2.9718
H 4.4282 1.1058 0.5925
*
```


# 5
C21H17ClN4OS2 | ωB97M-V/def2-TZVPD

SMILES string: Cc1ccccc1Nc1nc(-c2sc(NC(=O)c3cccc(Cl)c3)nc2C)cs1
HOMO energy: -7.558 eV
lowest unoccupied orbital energy: 0.39 eV
frontier orbital gap: 7.95 eV

Geometry as ORCA input:
```
! RIJCOSX wB97M-V def2-TZVPD def2/J DEFGRID3
* xyz 0 1
C -1.3501 0.1792 -0.8432
C -0.8033 -0.3470 -3.2845
H -0.6608 0.2113 1.9349
H 5.6504 -2.7359 2.9479
N 0.9585 -0.6235 -0.8528
S 1.6260 -0.6094 1.6376
H 3.1449 -1.2764 -1.5950
H -0.6668 0.4566 -4.0060
C 5.4943 -1.6728 -0.7672
C 4.3312 -1.6730 0.0217
N -2.9303 0.5475 -2.4708
H 0.1570 -0.6585 -2.8881
C -4.5361 3.1684 1.1361
H 7.7108 -2.7158 1.5760
C 1.9529 -0.8936 -0.0723
Cl -5.3470 -0.0045 4.2077
C -4.0891 3.3289 2.4355
C -3.5882 0.9311 -1.4320
H -3.5459 4.2198 2.7111
S -2.7041 0.8008 0.0766
C -5.2326 2.0177 0.7832
H 4.8453 -1.9595 -2.7982
H 3.5135 -2.1010 1.9585
H 5.0354 -0.2636 -2.3246
H -3.9789 2.4712 4.3995
O -6.8865 2.1531 -0.9300
C 4.4043 -2.0655 1.3541
C 6.7641 -2.4284 1.1452
C -0.1335 -0.1762 -0.1634
C 5.4502 -1.2656 -2.2119
H -1.2844 -1.1781 -3.7968
C -4.3305 2.3531 3.3867
C 5.6140 -2.4360 1.9118
H 7.5896 -2.0506 -0.7876
H -4.3461 3.9291 0.3942
H -6.0544 0.1555 1.4662
C -5.4997 1.0413 1.7337
N -4.8784 1.3756 -1.5413
N 3.1344 -1.3012 -0.5844
C -1.6750 0.1235 -2.1758
C -5.0374 1.2161 3.0277
C -5.7586 1.8621 -0.6075
H 6.4535 -1.2650 -2.6296
H -5.2464 1.3123 -2.4866
C 6.6923 -2.0527 -0.1857
C 0.0414 -0.1004 1.1893
*
```


# 6
C21H17F3N3O3RuS2 | ωB97M-V/def2-TZVPD

HOMO energy (alpha / beta): -5.584 / -8.565 eV
lowest unoccupied orbital energy (alpha / beta): -0.66 / -2.89 eV
frontier orbital gap (alpha / beta): 4.92 / 5.68 eV

Geometry as ORCA input:
```
! RIJCOSX wB97M-V def2-TZVPD def2/J DEFGRID3
* xyz 0 6
C -0.8668 -3.5376 2.9364
H 0.4728 1.7650 -3.1686
S 1.6014 1.1025 0.1960
C 1.7405 2.1403 1.5527
O 0.4368 -0.0695 -2.3330
C 0.0344 -2.5303 3.2471
H -4.4980 -3.5146 -2.2676
H -4.0187 -1.4212 -3.5016
Ru -0.7571 0.4707 0.1424
H 2.2057 4.5365 4.5985
S -0.8923 1.7785 2.2002
H 1.7709 1.0707 -5.2196
N -2.0473 -0.8786 -0.8576
H 2.0686 1.1525 -2.7480
C 1.2670 0.3387 -4.5858
C -2.6592 -4.3957 1.3214
N -2.9347 -5.5847 2.0246
H -2.4237 0.2340 -2.5399
C -1.6921 -3.4336 1.7987
C -3.8094 -2.7780 -1.8722
O -2.3102 -5.8324 3.0699
H 4.1206 4.0088 3.0973
H -4.0318 -4.9557 -0.2163
C 0.8434 3.3206 3.5195
H 0.2977 0.1071 -5.0275
H -0.9486 -4.4133 3.5557
C -3.3493 -4.1909 0.1199
C -1.5280 -2.2557 1.0340
N -0.6533 -1.2815 1.3680
H 0.8018 -0.5983 2.6557
H 0.0016 3.5433 4.1617
H 0.9929 -0.8552 -2.2758
C 0.6447 2.4427 2.4150
C 2.9933 2.7323 1.8353
C -2.6522 -0.6809 -2.0228
C -3.1602 -3.0349 -0.6276
F -2.8416 2.2796 -0.3055
H 1.8724 -0.5711 -4.5900
H 3.8280 2.5095 1.1837
O -3.6904 -6.4089 1.5022
C 2.0654 3.8692 3.7588
F -0.9554 3.3461 -0.4408
C -3.5465 -1.6290 -2.5512
C 1.1048 0.8809 -3.1843
H 0.6715 -2.6147 4.1162
C 0.1181 -1.4114 2.4535
F -1.6218 2.1515 -2.0949
C -2.2750 -2.0355 -0.1744
C 3.1509 3.5684 2.9042
C -1.5520 2.1698 -0.7314
*
```


# 7
C21H17FeN3O2S2 | ωB97M-V/def2-TZVPD

energy relative to the best compared isomer or geometry (same formula, charge and spin): 0.0 kJ/mol
HOMO energy (alpha / beta): -7.734 / -7.693 eV
lowest unoccupied orbital energy (alpha / beta): -0.15 / -0.27 eV
frontier orbital gap (alpha / beta): 7.58 / 7.43 eV

Geometry as ORCA input:
```
! RIJCOSX wB97M-V def2-TZVPD def2/J DEFGRID3
* xyz 0 5
H 2.5144 -2.7525 10.1414
C 1.4814 -6.1194 18.7482
O 1.0456 -6.6389 16.0184
H 2.7609 -4.5953 22.4310
C 3.0259 -4.0906 21.5221
H 7.0248 -8.4496 17.9714
H 4.3076 -4.4276 10.5690
H -0.9287 -2.4680 14.9644
C 2.5347 -3.3058 11.0778
C 1.5600 -3.0840 12.0868
S 0.3194 -5.3846 16.3642
H 4.3552 -5.6270 12.7026
H 4.0747 -4.3487 21.3897
H 1.6422 -2.4756 19.9579
C 0.8907 -3.8015 18.4657
C 1.6745 -3.8040 13.2796
C 0.4862 -2.1862 11.9299
Fe 2.7651 -5.5491 15.4408
C 6.2153 -8.0009 17.3964
C 6.1363 -6.6194 17.3970
C -0.2454 -2.7014 14.1584
H 6.8816 -6.0049 17.9111
C 0.7465 -3.5966 14.3703
C 1.5844 -3.5074 19.6117
S 4.6529 -4.3574 16.5458
O -1.1081 -5.4610 16.2633
C 4.2852 -8.1513 16.0714
H 5.2566 -9.8986 16.8232
H 0.4328 -3.0221 17.8478
H 0.4330 -1.5982 11.0472
H 3.4773 -8.6761 15.5643
N 2.6474 -4.7520 13.4551
C 3.5479 -4.9348 12.5189
C 3.5122 -4.2228 11.2952
H -1.1551 -1.2663 12.8357
H 1.5179 -7.0913 18.3468
C 0.9106 -5.0932 18.0166
C 5.0871 -6.0240 16.6897
C 5.2591 -8.8199 16.7882
H 2.6750 -6.5743 20.4882
N 4.2049 -6.8251 16.0397
H 2.9397 -3.0113 21.6424
C 2.1299 -5.8164 19.9253
C -0.3932 -2.0295 12.9384
C 2.2175 -4.5007 20.3417
N 1.0709 -4.2330 15.5707
*
```


# 8
C21H17FeNTe4 | ωB97M-V/def2-TZVPD

energy relative to the best compared isomer or geometry (same formula, charge and spin): 0.0 kJ/mol
HOMO energy (alpha / beta): -3.732 / -3.903 eV
lowest unoccupied orbital energy (alpha / beta): 2.07 / 1.83 eV
frontier orbital gap (alpha / beta): 5.80 / 5.74 eV

Geometry as ORCA input:
```
! RIJCOSX wB97M-V def2-TZVPD def2/J DEFGRID3
* xyz -1 6
C 1.3781 0.2788 -0.2199
H -0.7613 0.2281 -1.5000
C -1.5790 -2.4757 -2.5945
H -3.7288 3.3123 -1.7563
H 4.1353 1.7063 3.4965
C -2.2473 -2.4924 -1.3784
N 0.5039 -2.9254 -1.5265
C -3.7205 -2.2197 -1.2791
H 2.6331 2.4200 5.3375
C -0.1321 -2.9601 -0.3559
C -2.3107 1.6911 -1.7361
C 2.2293 2.1932 4.3587
H -1.9587 -2.7660 0.7392
C -2.1999 3.5802 -0.2675
C 2.5541 1.5007 2.0775
H -4.1427 -1.9727 -2.2528
C -0.5276 1.8263 -0.0901
H 0.3505 -2.6479 -3.5491
Te 5.3374 -2.3085 0.2549
H 0.1955 2.5603 4.9310
H -0.7286 2.0266 2.7252
Te 3.7496 -4.4831 0.2019
C -2.8394 2.9005 -1.2957
C 1.9805 -0.6081 -0.8271
Fe 2.9368 -2.3873 -1.4088
C -1.4924 -2.7525 -0.2385
H -4.2524 -3.0887 -0.8870
H -3.9073 -1.3826 -0.6048
H -2.5815 4.5363 0.0709
C 0.8641 2.2783 4.1260
H -2.1132 -2.2732 -3.5149
C -1.1756 1.1655 -1.1512
H -0.5653 3.6239 1.1009
H -2.7876 1.1551 -2.5487
H 0.4945 -3.1320 0.5122
C 0.3421 1.9873 2.8758
H 3.2024 1.1632 1.2789
Te 5.4046 -1.3172 -2.5005
Te 3.8177 -2.9508 -3.9442
C -0.2093 -2.6918 -2.6211
C -1.0633 3.0575 0.3263
C 0.6684 1.2429 0.4934
C 3.0693 1.7951 3.3257
C 1.1773 1.6062 1.8160
*
```


# 9
C21H17N7OS7Ti | ωB97M-V/def2-TZVPD

energy relative to the best compared isomer or geometry (same formula, charge and spin): 144.2 kJ/mol
HOMO energy (alpha / beta): -1.583 / -1.591 eV
lowest unoccupied orbital energy (alpha / beta): 4.18 / 4.18 eV
frontier orbital gap (alpha / beta): 5.76 / 5.77 eV

Geometry as ORCA input:
```
! RIJCOSX wB97M-V def2-TZVPD def2/J DEFGRID3
* xyz -2 1
C -0.7817 -3.5064 -1.6215
C -1.0803 2.1560 4.5414
C -0.4361 4.0399 0.6571
H 1.7632 0.3541 4.9919
C 0.5838 0.4638 -4.4810
N 1.5150 0.0704 1.0862
N -2.8138 -1.4201 -0.7082
C 0.1753 0.6925 -5.8159
C -1.9197 5.9509 1.7704
C -3.3481 -1.9429 -1.9507
C 3.7388 -1.6636 -1.3240
S -1.8575 1.1992 -3.5819
H -0.2666 -2.7634 -2.2330
H 1.6230 -2.4287 1.8024
C -0.2853 0.6175 -3.3906
H 4.1720 -3.7643 -1.3883
Ti -0.0588 1.0077 0.4855
H -4.1032 -1.2508 -2.3078
O -2.3154 6.9392 2.3478
N 3.0589 -0.2165 -4.3738
H -1.9737 2.4778 2.6460
S 0.9782 3.1851 0.1366
C -1.1407 2.0435 3.1787
S 0.2812 0.0575 -1.8250
C 3.0578 -0.6426 -0.6801
H -0.3113 -3.0598 0.3474
C -1.7740 -1.8468 -0.0030
H 3.1444 0.3779 -1.0245
C 3.6546 -2.9698 -0.8634
H -3.8018 -2.9256 -1.7811
C 2.2222 -2.2352 0.9205
C 2.2659 -0.9235 0.4343
C 1.9397 0.0782 -4.3669
C 2.9059 -3.2494 0.2726
S -0.2214 5.6055 1.4523
N -0.1077 0.8169 -6.9300
H -3.1817 -0.5373 -0.3894
H 0.0629 1.6218 6.3063
N -0.2180 1.3930 2.4389
H -1.6848 -3.8399 -2.1277
C 0.8013 0.7413 3.1072
N 1.6424 -0.0134 2.4372
C -1.7100 3.6137 0.5123
H 2.8472 -4.2650 0.6501
S -2.1895 2.0765 -0.1128
N -1.0861 -2.9739 -0.2940
H 4.3167 -1.4349 -2.2080
H -1.8516 2.7040 5.0632
S -1.4681 -1.1307 1.5261
H -0.1208 -4.3605 -1.4847
H -2.5883 -2.0072 -2.7255
C 0.9264 0.8493 4.5208
S -2.9724 4.6961 1.1313
C -0.0084 1.5426 5.2279
*
```


# 10
C21H18AsF6N2OPReS4 | ωB97M-V/def2-TZVPD

HOMO energy (alpha / beta): -17.374 / -17.374 eV
lowest unoccupied orbital energy (alpha / beta): -11.08 / -11.10 eV
frontier orbital gap (alpha / beta): 6.30 / 6.27 eV

Geometry as ORCA input:
```
! RIJCOSX wB97M-V def2-TZVPD def2/J DEFGRID3
* xyz 3 1
H -0.7357 -4.5199 -3.0909
H -1.9457 -2.6536 -2.0953
C 1.0884 -1.4125 -1.7733
F -4.8030 0.2541 -0.1343
C -3.3286 -0.6161 1.5194
C 0.7620 -0.5715 3.9191
H 0.0455 1.4143 4.3330
H 1.5364 -2.4560 3.2422
P 1.4387 0.9428 -0.2930
H 0.3275 2.1958 2.0159
H -3.9420 -1.2324 3.4770
As -4.1531 1.8522 -5.6118
C 4.9183 3.8045 -0.5084
C 2.7817 2.0700 -0.3671
S -2.8486 0.3894 -2.5042
H 3.5254 1.5525 1.5990
F -2.5941 -2.8652 1.3653
C -3.1132 -0.6950 3.0152
C 4.7406 3.0290 0.6301
H 5.7554 4.4879 -0.5632
H -2.1848 -1.2190 3.2269
F -3.1555 -1.8793 -0.4812
C -0.1924 -3.6615 -2.7236
F -5.6007 -0.0648 1.8565
C -4.5291 0.3015 1.1857
C -3.4822 -2.0133 0.8890
H 0.6423 -0.9065 4.9414
H -3.0732 0.3100 3.4307
C 1.4479 -1.0150 1.6595
C 0.5851 1.1748 2.2785
F -4.6816 -2.5126 0.9480
S -3.2847 2.6671 -7.1590
C 1.8274 -2.4459 -2.3514
H 1.7758 -4.3712 -3.2690
C 0.4227 0.7367 3.5789
Re -1.5612 -0.0779 -0.8347
C 1.1081 0.2962 1.3212
C 2.9577 2.8552 -1.5166
H 4.1811 4.3350 -2.4566
S -2.0202 1.2256 -4.0720
C -0.8696 -2.6250 -2.1609
C 1.1986 -3.5709 -2.8242
O -2.1673 -0.0603 0.8839
F -4.2134 1.5562 1.4865
N 1.7951 -0.3029 -1.3514
C 3.6691 2.1561 0.7120
C 4.0318 3.7200 -1.5800
H 2.7575 -0.2895 -1.6707
H 2.9033 -2.3485 -2.4103
H 2.2618 2.7947 -2.3462
S -0.3231 1.7801 -1.0450
N -0.2645 -1.4892 -1.6686
C 1.2636 -1.4468 2.9646
H 1.8834 -1.6859 0.9289
H 5.4356 3.1065 1.4546
*
```


Results for max |F|: 2.024, 4.364, 2.652, 1.635, 1.311, 1.040, 1.206, 1.120, 2.222, 0.341 (in eV Å⁻¹, following the order of the records).